No. 1
Density functional theory data (wB97M-V/def2-TZVPD) for a 2-piece molecular cluster, C12H19NO2 overall in a non-equilibrium geometry.

Output
- SMILES string: CCN(C)C(C)=O.Cc1ccc(O)cc1
- Electronic energy: -673.703114 Ha
- ΔE to the lowest compared entry with this formula, charge and spin: 475.48 kJ/mol
- Lowest unoccupied orbital energy: 0.80 eV
- Frontier orbital gap: 9.20 eV
- HOMO energy: -0.3087 Ha
- Spin multiplicity: 1

XYZ file:
```
34
C12H19NO2 | the Open Molecules 2025 dataset | wB97M-V/def2-TZVPD
C -2.89 0.32 1.23
C -3.80 -0.02 2.48
C -0.70 0.19 2.34
C -1.95 2.86 0.00
C -1.34 2.30 1.19
O -0.55 2.69 1.99
N -1.76 1.07 1.86
H -2.69 -0.47 0.55
H -3.44 1.04 0.48
H -4.27 0.89 2.92
H -3.03 -0.62 3.00
H 0.28 0.39 2.08
H -1.82 3.87 0.06
H -4.78 -0.46 2.00
H -0.87 0.28 3.46
H -0.69 -0.82 2.18
H -1.25 2.33 -0.88
H -2.77 2.25 -0.19
C 3.44 -3.26 -2.67
C 1.19 -0.11 -0.89
C 1.59 -1.12 -0.05
C 1.17 -0.39 -2.30
C 2.23 -2.26 -0.70
C 1.53 -1.56 -2.87
C 2.31 -2.41 -2.06
O 0.82 1.19 -0.58
H 0.93 1.33 0.45
H 1.73 -1.06 1.08
H 0.70 0.49 -2.92
H 2.70 -3.04 -0.21
H 1.46 -1.78 -3.84
H 2.99 -3.96 -3.33
H 4.12 -3.74 -2.02
H 4.14 -2.70 -3.40
```

No. 2
Density functional theory data (wB97M-V/def2-TZVPD) for a 2-piece molecular cluster, C12H19NO2 overall in a non-equilibrium geometry.

Output
- SMILES string: CCN(C)C(C)=O.Cc1ccc(O)cc1
- Electronic energy: -673.834729 Ha
- ΔE to the lowest compared entry with this formula, charge and spin: 129.92 kJ/mol
- Lowest unoccupied orbital energy: 0.56 eV
- Frontier orbital gap: 9.13 eV
- HOMO energy: -0.3151 Ha
- Spin multiplicity: 1

XYZ file:
```
34
C12H19NO2 | the Open Molecules 2025 dataset | wB97M-V/def2-TZVPD
C -1.22 -0.05 0.53
C -1.22 -1.60 0.76
C -2.42 1.41 1.98
C -3.82 -0.54 -0.98
C -3.72 0.39 0.20
O -4.70 1.03 0.55
N -2.60 0.34 1.00
H -0.49 0.43 1.16
H -1.16 0.18 -0.53
H -1.96 -1.72 1.55
H -0.26 -2.02 1.03
H -2.25 1.03 2.98
H -2.85 -0.94 -1.27
H -1.70 -2.03 -0.10
H -1.70 2.18 1.78
H -3.36 1.97 2.00
H -4.54 -1.33 -0.82
H -3.99 0.11 -1.84
C 4.65 -0.66 1.39
C 1.76 -1.05 -1.04
C 2.62 -1.23 0.03
C 1.62 0.27 -1.52
C 3.70 -0.39 0.26
C 2.62 1.17 -1.23
C 3.76 0.76 -0.52
O 0.49 0.54 -2.23
H 1.07 -1.79 -1.42
H 2.47 -2.14 0.61
H 0.02 -0.26 -2.46
H 2.60 2.24 -1.36
H 4.21 -0.49 2.37
H 5.49 0.04 1.29
H 4.63 1.40 -0.58
H 5.00 -1.69 1.33
```

No. 3
Density functional theory data (wB97M-V/def2-TZVPD) for a 2-piece molecular cluster, C12H19NO2 overall in a non-equilibrium geometry.

Output
- SMILES string: CCN(C)C(C)=O.Cc1ccc(O)cc1
- Electronic energy: -673.779979 Ha
- ΔE to the lowest compared entry with this formula, charge and spin: 273.67 kJ/mol
- Lowest unoccupied orbital energy: 0.73 eV
- Frontier orbital gap: 9.26 eV
- HOMO energy: -0.3136 Ha
- Spin multiplicity: 1

XYZ file:
```
34
C12H19NO2 | the Open Molecules 2025 dataset | wB97M-V/def2-TZVPD
C 3.00 -0.40 -2.63
C 0.47 -0.88 -2.43
C 1.75 -1.07 -2.01
C -0.56 -1.60 -1.83
C 2.10 -1.83 -0.88
C -0.29 -2.24 -0.63
C 1.03 -2.43 -0.13
O -1.36 -2.80 0.02
H 0.16 -0.26 -3.24
H -1.66 -1.40 -2.03
H 2.78 0.46 -3.22
H 3.33 -1.11 -3.35
H 3.08 -2.28 -0.83
H 1.14 -3.02 0.77
H -1.86 -2.10 0.53
H 3.73 -0.23 -1.82
C -0.21 1.92 1.87
C 0.57 2.44 0.65
C -0.40 -0.58 2.32
C -3.03 1.99 0.49
C -2.15 0.84 1.23
O -2.73 -0.23 1.01
N -0.94 0.72 1.84
H 0.50 2.01 2.68
H -0.93 2.81 2.06
H 0.83 1.65 -0.16
H 1.73 2.40 0.89
H -1.30 -1.29 2.32
H -2.55 2.05 -0.53
H 0.25 3.36 0.33
H 0.34 -0.87 1.62
H -0.10 -0.56 3.34
H -4.01 1.69 0.69
H -2.74 2.86 1.09
```

No. 4
Density functional theory data (wB97M-V/def2-TZVPD) for an isolated molecule of C12H19NO3S.

Output
- SMILES string: CCCCNS(=O)(=O)c1ccc(OC)c(C)c1
- Electronic energy: -1147.302831 Ha
- ΔE to the lowest compared entry with this formula, charge and spin: 7.20 kJ/mol
- Lowest unoccupied orbital energy: 0.68 eV
- Frontier orbital gap: 9.60 eV
- HOMO energy: -0.3278 Ha
- Spin multiplicity: 1

XYZ file:
```
36
C12H19NO3S | the Open Molecules 2025 dataset | wB97M-V/def2-TZVPD
C -4.17 -1.42 3.17
C -3.79 -1.36 1.69
C -2.34 -1.77 1.43
C -1.30 -0.84 2.06
N -1.40 0.50 1.53
S 0.04 1.35 1.45
O -0.33 2.72 1.21
O 0.89 1.06 2.57
C 0.74 0.63 -0.02
C 1.92 -0.07 0.04
C 2.44 -0.65 -1.11
C 1.76 -0.51 -2.32
C 0.55 0.21 -2.37
C 0.05 0.77 -1.21
H -0.87 1.33 -1.22
C -0.16 0.33 -3.68
H 0.48 0.82 -4.41
H -1.07 0.92 -3.57
H -0.41 -0.65 -4.07
O 2.18 -1.04 -3.50
C 3.39 -1.76 -3.53
H 3.51 -2.06 -4.57
H 3.35 -2.64 -2.89
H 4.23 -1.13 -3.23
H 3.36 -1.19 -1.05
H 2.43 -0.16 0.99
H -2.13 1.06 1.94
H -0.30 -1.19 1.81
H -1.39 -0.85 3.15
H -2.17 -1.78 0.35
H -2.17 -2.78 1.81
H -3.95 -0.35 1.32
H -4.44 -2.03 1.13
H -3.98 -2.42 3.57
H -5.23 -1.20 3.29
H -3.60 -0.70 3.75
```

No. 5
Density functional theory data (wB97M-V/def2-TZVPD) for a 3-piece molecular cluster, C12H20BBr4N2O8 overall in a non-equilibrium geometry.

Output
- Electronic energy: -11501.789667 Ha
- Net charge: -1
- Lowest unoccupied orbital energy: 2.05 eV
- Frontier orbital gap: 7.40 eV
- HOMO energy: -0.1963 Ha
- Spin multiplicity: 1

XYZ file:
```
47
C12H20BBr4N2O8 | the Open Molecules 2025 dataset | wB97M-V/def2-TZVPD
N 2.58 -0.40 -0.28
B 1.52 -0.57 -1.28
O 1.36 0.30 -2.32
C 0.50 -1.79 -1.15
O 0.65 -2.82 -1.78
O -0.48 -1.54 -0.26
C -1.83 -1.93 -0.52
C -2.59 -1.32 0.66
C -2.34 0.17 0.76
C -3.33 0.99 0.01
N -4.71 0.78 0.35
O -2.97 1.80 -0.82
C -2.00 -3.45 -0.47
C -3.41 -3.92 -0.68
O -3.86 -4.18 -1.77
O -4.15 -4.14 0.46
C -2.42 -1.25 -1.78
O -3.67 -1.10 -1.71
O -1.60 -0.89 -2.66
H 2.71 -1.29 0.17
H 2.17 0.17 0.46
H 0.49 0.71 -2.27
H -3.65 -1.52 0.59
H -2.22 -1.80 1.56
H -1.36 0.47 0.43
H -2.42 0.45 1.81
H -5.18 0.49 -0.49
H -5.07 1.69 0.63
H -1.40 -3.95 -1.21
H -1.66 -3.74 0.52
H -4.76 -3.40 0.56
Br 6.25 -0.19 3.40
C 5.44 1.35 2.52
C 4.26 1.87 3.29
Br 2.70 0.75 3.07
H 5.17 1.03 1.52
H 6.22 2.10 2.47
H 3.96 2.85 2.91
H 4.45 1.94 4.36
Br -0.13 2.81 -1.59
C 1.65 3.52 -1.91
C 2.71 2.82 -1.10
Br 2.69 3.38 0.77
H 1.61 4.58 -1.70
H 1.84 3.36 -2.97
H 3.70 3.07 -1.47
H 2.59 1.74 -1.11
```

No. 6
Density functional theory data (wB97M-V/def2-TZVPD) for an isolated ion of composition C12H20BrFI2NO2 and charge +1 in a non-equilibrium geometry.

Output
- SMILES string: CCC[C@@H]1[NH2+][C@H](C[C@@H](C)F)[C@@H](Br)O[C@]1(I)CC(=O)I
- Electronic energy: -3943.489083 Ha
- Net charge: +1
- Lowest unoccupied orbital energy: -3.39 eV
- Frontier orbital gap: 8.93 eV
- HOMO energy: -0.4524 Ha
- Spin multiplicity: 1

XYZ file:
```
39
C12H20BrFI2NO2 | the Open Molecules 2025 dataset | wB97M-V/def2-TZVPD
C 3.41 -0.04 1.57
C 2.10 -0.85 1.62
C 0.92 0.11 1.56
C -0.43 -0.58 1.45
N -0.53 -1.52 0.28
C -1.16 -0.97 -0.95
C -0.21 -0.13 -1.79
C 0.70 -0.98 -2.63
C 1.48 -0.08 -3.59
F 1.60 -1.60 -1.78
C -2.51 -0.28 -0.63
Br -3.96 -1.33 -1.38
O -2.71 -0.27 0.76
C -1.67 0.36 1.47
I -2.34 0.40 3.54
C -1.38 1.80 1.05
C -2.61 2.68 1.32
O -3.66 2.44 0.97
I -2.21 4.52 2.41
H 4.19 -0.70 1.21
H 3.64 0.38 2.54
H 3.29 0.76 0.85
H 2.08 -1.48 2.50
H 2.15 -1.50 0.75
H 0.89 0.64 2.51
H 1.09 0.86 0.80
H -0.50 -1.20 2.33
H 0.37 -1.94 0.02
H -1.12 -2.30 0.59
H -1.40 -1.82 -1.57
H 0.41 0.54 -1.20
H -0.82 0.48 -2.46
H 0.17 -1.69 -3.26
H 2.18 0.53 -3.02
H 2.04 -0.70 -4.28
H 0.81 0.59 -4.09
H -2.59 0.70 -1.08
H -0.56 2.25 1.59
H -1.20 1.91 -0.02
```